1.
C32H59AlF7N6O6S | ωB97M-V/def2-TZVPD

Atoms and positions in Å:
C -6.09112 -5.94382 4.45316
C -5.40697 -5.49208 3.15588
S -6.66226 -5.11292 1.91676
C -5.68738 -4.95986 0.39406
Al -4.06690 -3.78095 0.49666
F -2.99632 -4.34524 1.68838
C -4.41007 -1.83918 0.85488
C -3.74338 -1.38067 2.16264
C -3.66382 0.13214 2.34218
F -2.33243 0.55252 2.54204
C -2.99698 -3.96869 -1.28011
F -2.72628 -2.73890 -1.89116
F -3.67043 -4.71533 -2.25605
C -1.67598 -4.63170 -1.02590
C -1.51156 -6.01034 -1.14205
C -0.30482 -6.60310 -0.81523
C 0.75809 -5.83647 -0.37175
C 0.60076 -4.46183 -0.27759
C 1.71859 -3.58574 0.19066
F 1.98514 -2.58296 -0.69028
F 1.43699 -2.97383 1.37129
F 2.88396 -4.26164 0.36537
C -0.60693 -3.86204 -0.59313
H -7.15879 -5.73381 4.45258
H -5.63870 -5.43588 5.30540
H -5.94134 -7.01124 4.61284
H -4.73215 -6.26083 2.78289
H -4.79040 -4.61371 3.33073
H -6.39894 -4.59978 -0.35181
H -5.39232 -5.96901 0.08475
H -3.99290 -1.25002 0.03054
H -5.48296 -1.63100 0.90039
H -4.26688 -1.83586 3.00557
H -2.71783 -1.75405 2.21052
H -4.21041 0.46955 3.22477
H -4.03199 0.64683 1.45553
H -2.35130 -6.60308 -1.47610
H -0.19721 -7.67598 -0.89826
H 1.69423 -6.30817 -0.11159
H -0.72483 -2.79160 -0.48864
C -1.12529 0.90617 -5.26451
O -1.44765 1.73397 -4.42945
N -0.80797 -0.36769 -4.99267
C -0.42714 -1.30107 -6.03104
C -0.84226 -0.82244 -3.60991
H -1.05464 1.14738 -6.33923
H -1.11812 -2.14836 -6.04444
H 0.58449 -1.67085 -5.86086
H -0.44811 -0.80164 -6.99522
H -1.84335 -0.71327 -3.19675
H -0.15653 -0.23007 -3.00309
H -0.55449 -1.86915 -3.56762
C 3.56093 1.32148 4.51717
O 2.57586 2.04718 4.55709
N 3.60364 0.16597 3.83394
C 4.80066 -0.64487 3.79101
C 2.41925 -0.28026 3.11319
H 4.49725 1.57147 5.02966
H 5.14986 -0.76153 2.76258
H 4.60957 -1.63814 4.20506
H 5.58461 -0.16039 4.36928
H 2.11688 0.46158 2.37432
H 1.58536 -0.42163 3.80038
H 2.63992 -1.21760 2.61241
C 0.87138 6.99147 2.52342
O 0.55158 6.75591 1.37539
N 1.38382 6.09328 3.38360
C 1.75418 6.45498 4.73247
C 1.57425 4.71287 2.95481
H 0.76893 7.99904 2.96743
H 2.81827 6.27276 4.90255
H 1.18548 5.87142 5.45941
H 1.55058 7.51236 4.89646
H 2.24130 4.67476 2.09299
H 0.62204 4.27118 2.66273
H 2.00142 4.13367 3.76786
C 7.41122 2.82858 5.34907
O 6.50433 2.30641 4.72837
N 7.22587 3.56339 6.45988
C 8.32312 4.17957 7.17393
C 5.86450 3.73750 6.94524
H 8.46795 2.74551 5.04550
H 8.37540 3.80714 8.19904
H 8.20451 5.26457 7.20333
H 9.25978 3.94639 6.67149
H 5.41547 2.77257 7.18092
H 5.24490 4.21485 6.18584
H 5.88399 4.35429 7.84015
C -4.49227 4.23643 -0.87043
O -5.60220 4.56416 -0.48861
N -3.94006 4.65298 -2.02373
C -2.61178 4.25173 -2.45479
C -4.71331 5.54417 -2.86526
H -3.83879 3.56339 -0.29258
H -1.97134 5.13053 -2.55857
H -2.65448 3.72445 -3.40766
H -2.17055 3.58530 -1.71779
H -4.95817 6.46285 -2.32973
H -5.65103 5.07359 -3.16431
H -4.13099 5.78495 -3.75155
C 2.60216 -0.43367 -8.66443
O 1.89751 -0.05544 -7.75168
N 2.14653 -0.75613 -9.89233
C 3.02757 -1.20116 -10.94990
C 0.72016 -0.64944 -10.14801
H 3.69482 -0.54830 -8.56315
H 2.97810 -0.52548 -11.80660
H 2.75786 -2.20563 -11.28306
H 4.05190 -1.22136 -10.58337
H 0.37803 0.37365 -9.98911
H 0.16064 -1.29906 -9.47444
H 0.52121 -0.94173 -11.17605

Summary:
LUMO	1.6	eV
2S+1	1
F_max	0.754	eV Å⁻¹
E	-3374.57675	hartree
E_HOMO	-4.642	eV
charge	-1

---

2.
C32H59BIN5O7 | ωB97M-V/def2-TZVPD

Atoms and positions in Å:
C 3.17698 -2.00969 1.11380
C 1.92410 -2.30581 0.83664
C 0.41742 -2.71098 0.43243
C -0.00196 -2.13577 -1.01759
C -1.28289 -1.12547 -0.86930
C -0.78634 0.20175 -0.11325
C -1.25753 0.63244 1.34747
C -2.29138 -0.24633 2.19380
C -3.70430 -0.53471 1.46560
C -4.17492 0.58827 0.41765
C -5.45433 -0.04883 -0.39115
C -6.82582 0.77523 -0.15242
N -7.40801 0.42031 1.18036
C -0.60446 1.95934 1.91466
B -0.95966 2.56568 3.41104
O -0.10743 2.04937 4.49179
O -2.02596 3.50701 3.65610
C -1.54329 4.89911 3.53779
C 0.46236 2.81554 1.09555
C 1.15399 4.15123 1.72346
C 0.89842 2.42031 -0.34673
C 0.23411 1.10677 -0.88239
C 0.86762 0.98069 -2.34016
O 0.76059 0.11175 -3.24741
N 1.69372 2.20658 -2.57926
I 3.27772 2.01024 -3.87376
C 1.92396 3.06966 -1.38039
O 2.75586 4.00729 -1.28135
H 4.16790 -1.87140 1.68517
H 0.21247 -3.84044 0.52578
H -0.25522 -2.20676 1.23134
H 0.91783 -1.62578 -1.46397
H -0.37410 -3.03533 -1.63994
H -1.66366 -0.77653 -1.91009
H -2.08083 -1.72432 -0.31054
H -1.78578 -1.28313 2.34681
H -2.51827 0.14717 3.24408
H -4.50706 -0.54948 2.30763
H -3.67432 -1.60284 1.04586
H -3.40674 0.85051 -0.38963
H -4.49904 1.57416 0.91778
H -5.22699 -0.21309 -1.51086
H -5.64793 -1.11415 0.03756
H -6.61146 1.88834 -0.30400
H -7.59132 0.42971 -0.95562
H -7.29248 -0.59314 1.37442
H -6.83201 0.92742 1.88053
H 0.65383 2.66353 4.62487
H -2.26694 5.63800 4.06334
H -0.47766 5.03760 3.94039
H -1.49921 5.09732 2.39277
H 2.12544 4.32414 1.10912
H 1.52506 3.97203 2.80954
H 0.49212 5.08058 1.62606
C 8.21175 2.18768 -1.78067
C 8.65694 1.31549 -0.61025
C 7.76176 0.07754 -0.39257
O 6.51621 0.35819 0.23967
C 5.50319 0.82188 -0.63965
N 8.73449 2.14486 0.59961
H 7.32809 2.78534 -1.54732
H 9.00558 2.88912 -2.05414
H 7.99027 1.57830 -2.66176
H 9.66450 0.95396 -0.84233
H 8.28809 -0.60160 0.28797
H 7.60810 -0.47876 -1.32542
H 5.57213 0.36125 -1.62912
H 5.54640 1.90982 -0.72052
H 4.53425 0.56323 -0.20445
H 9.11730 1.58125 1.35710
H 7.77636 2.33157 0.90002
C -4.39142 4.63953 -4.59050
C -3.95954 3.76372 -3.41795
C -4.86898 2.53599 -3.20158
O -6.11406 2.83057 -2.57284
C -7.11968 3.30349 -3.45495
N -3.87638 4.59335 -2.20844
H -5.26906 5.24724 -4.36038
H -3.58905 5.33174 -4.86220
H -4.61699 4.03185 -5.47162
H -2.95536 3.39081 -3.64666
H -4.35169 1.85203 -2.51853
H -5.02608 1.98011 -4.13411
H -7.05286 2.84117 -4.44373
H -7.06546 4.39060 -3.53699
H -8.09175 3.05528 -3.02162
H -3.50188 4.02606 -1.44906
H -4.83326 4.79106 -1.91091
C 3.29774 -8.35673 2.69360
C 2.73700 -6.95449 2.47444
C 1.21990 -6.93772 2.19166
O 0.86434 -7.32828 0.86768
C 0.79154 -8.73099 0.66876
N 3.49360 -6.30164 1.39847
H 3.39781 -8.91957 1.76319
H 4.29544 -8.30059 3.13886
H 2.66296 -8.93100 3.37479
H 2.90357 -6.39232 3.39957
H 0.87134 -5.90350 2.29425
H 0.66443 -7.52539 2.93300
H 0.42731 -9.25588 1.55638
H 1.76715 -9.11840 0.36938
H 0.09717 -8.91907 -0.15379
H 3.17686 -5.33600 1.31583
H 3.19773 -6.72723 0.51848

Summary:
LUMO	-1.1	eV
2S+1	1
F_max	6.639	eV Å⁻¹
E	-2377.33743	hartree
E_HOMO	-9.035	eV
structure (SMILES)	C#CCCCc1c(CCCCCN)c(B(O)OC)c(C)c2c1C(=O)N(I)C2=O.COC[C@@H](C)N.COC[C@@H](C)N.COC[C@@H](C)N

---

3.
C32H59CeN4OP2S | ωB97M-V/def2-TZVPD

Atoms and positions in Å:
C -1.97742 1.35971 -2.23333
C -1.68728 -0.91784 -1.66981
C -2.92657 1.03744 -3.19207
C -2.73412 -1.26753 -2.54835
C -3.34393 -0.28696 -3.31341
H -3.34790 1.84843 -3.78296
H -3.04064 -2.31043 -2.59338
H -4.12816 -0.54756 -4.02439
N -1.39560 0.40693 -1.47754
P -0.65611 3.00724 -0.39794
P 0.35189 -2.80661 -0.41632
C -1.55305 2.80146 -2.01758
H -0.90522 3.11329 -2.85283
H -2.43977 3.44963 -2.08182
C -1.11506 -1.90360 -0.72348
H -1.92066 -2.32744 -0.09744
C 0.61004 -4.03302 -1.84666
C -0.08155 -3.70353 1.23566
C 0.91311 4.07273 -0.69953
C -2.00484 3.88426 0.58518
C 2.13718 -4.04007 -2.05959
H 2.67053 -4.45486 -1.18974
H 2.38449 -4.64978 -2.94134
H 2.50488 -3.01618 -2.22147
C 0.09767 -5.45810 -1.61230
H 0.57251 -5.95359 -0.75556
H -0.99356 -5.48838 -1.50042
H 0.34648 -6.05276 -2.50540
C -0.11095 -3.44250 -3.05784
H 0.18480 -3.99914 -3.95901
H -1.20082 -3.49840 -2.95232
H 0.16815 -2.39042 -3.19488
C 1.19141 -4.43735 1.69740
H 2.04019 -3.74386 1.80182
H 1.00097 -4.89957 2.67836
H 1.49632 -5.23814 1.00653
C -0.43822 -2.58639 2.23411
H 0.37700 -1.83920 2.33095
H -1.39474 -2.08676 2.00555
H -0.55909 -3.02501 3.23629
C -1.27512 -4.66054 1.12462
H -1.04646 -5.56545 0.55249
H -1.53988 -4.98508 2.14311
H -2.16078 -4.18486 0.68446
C -1.48030 4.11789 2.01457
H -2.24504 4.67358 2.57701
H -1.29777 3.17080 2.54227
H -0.55337 4.70917 2.03493
C -3.22566 2.94197 0.62175
H -3.60359 2.72372 -0.38491
H -3.00591 1.99671 1.13873
H -4.03108 3.45134 1.17151
C -2.43877 5.21380 -0.05261
H -3.34564 5.55493 0.46885
H -1.68782 6.00213 0.05769
H -2.68985 5.11473 -1.11531
C 1.39181 3.87682 -2.14762
H 0.77803 4.44539 -2.85964
H 2.42113 4.25739 -2.23473
H 1.39922 2.82238 -2.45245
C 1.98599 3.56212 0.28712
H 2.25587 2.50813 0.11484
H 2.89666 4.16593 0.16198
H 1.66453 3.66356 1.33332
C 0.70473 5.57677 -0.47708
H -0.04672 5.99432 -1.15890
H 0.44773 5.82631 0.55981
H 1.65729 6.08352 -0.70002
Ce -0.05716 -0.02489 0.48915
C -1.70515 0.41238 2.49775
O -2.40813 0.48008 3.42278
N 1.43791 -0.23577 -1.25430
C 1.59282 -0.74414 -2.31802
C 2.47859 -0.60072 -3.59130
C 2.06912 -1.56967 -4.69121
C 2.34074 0.82744 -4.11070
C 3.92810 -0.88124 -3.18903
H 2.21247 -2.61010 -4.37730
H 1.02356 -1.41832 -4.97907
H 2.69241 -1.40540 -5.58143
H 2.80354 1.53803 -3.41824
H 2.85655 0.93807 -5.07297
H 1.28366 1.08903 -4.26302
H 4.61402 -0.64102 -4.01096
H 4.21439 -0.26504 -2.32796
H 4.07326 -1.94059 -2.94091
C 0.57188 1.16885 5.10814
N 1.61097 1.07466 4.06777
C 2.00492 -0.11238 3.54867
S 2.38983 -0.24665 1.85753
N 2.11496 -1.19435 4.34676
C 2.36428 -1.12492 5.78889
H 1.06194 1.33539 6.07726
H -0.05716 0.26478 5.15137
H -0.06740 2.03044 4.87553
H 1.62604 1.83661 3.38432
H 2.46782 -2.02223 3.86065
H 1.41854 -1.17875 6.33973
H 2.97360 -1.98999 6.06338
H 2.90422 -0.21132 6.06549

Summary:
relative energy (zero: lowest compared OMol25 entry of this formula, charge and spin)	1.410	eV
LUMO (spin up / spin down)	-9.8 / -9.8	eV
2S+1	1
F_max	6.716	eV Å⁻¹
E	-3104.06445	hartree
E_HOMO (spin up / spin down)	-16.147 / -16.149	eV
charge	+3

---

4.
C32H59N8O12PS | ωB97M-V/def2-TZVPD

Atoms and positions in Å:
C -3.27488 -1.39574 -3.75099
C -3.58095 -1.18940 -2.17818
O -4.28842 -0.20288 -1.86136
N -3.02558 -2.18158 -1.26153
C -3.24918 -1.79591 0.16210
C -2.10631 -2.50774 1.07422
C -0.83329 -1.50257 1.04487
C 0.45546 -2.32887 0.53373
C 1.25033 -1.56505 -0.61595
C 1.21433 -1.95345 -2.13844
O 0.38989 -3.06752 -2.51556
C 2.03564 -1.12245 -3.17030
C 2.96339 0.09823 -2.75821
C 2.97981 0.46002 -1.26148
C 2.12922 -0.35507 -0.24727
C 2.40510 0.37390 1.13221
O 1.63724 0.13846 2.08654
N 3.55892 1.28502 1.00634
P 3.42900 2.78001 1.98009
O 4.90400 3.64922 1.88507
O 2.22090 3.75464 1.29182
S 3.07827 2.46348 3.85441
C 3.73155 1.59010 -0.44837
O 4.33372 2.59382 -0.88921
H -3.96624 -2.26030 -4.07891
H -2.18576 -1.66472 -3.95777
H -3.63849 -0.46982 -4.31901
H -2.02341 -2.32014 -1.46725
H -4.27071 -2.10923 0.57262
H -3.14599 -0.66752 0.35270
H -2.43759 -2.57074 2.17430
H -1.86639 -3.56294 0.71330
H -0.98690 -0.61750 0.33694
H -0.58651 -1.06810 2.06922
H 0.20325 -3.37256 0.12531
H 1.18184 -2.47940 1.40868
H -0.37726 -2.66880 -2.99314
H 1.98441 -1.38665 -4.28781
H 3.58680 0.68781 -3.49767
H 5.62788 3.06457 1.56715
H 1.83987 3.34865 0.47998
C -3.04731 -3.46439 4.37671
O -2.59093 -3.89370 3.32799
N -3.33363 -4.21462 5.47488
C -3.87514 -3.62945 6.68641
C -3.08960 -5.64334 5.43179
H -3.26929 -2.39368 4.51501
H -3.18673 -3.82426 7.51284
H -4.84452 -4.08957 6.89971
H -4.00662 -2.55159 6.57722
H -2.03000 -5.82049 5.23132
H -3.67725 -6.08348 4.62209
H -3.36602 -6.10710 6.37931
C 3.13730 0.96008 -6.15173
O 3.27976 -0.16753 -5.70711
N 3.46407 1.35576 -7.41142
C 3.26362 2.71755 -7.86510
C 4.03033 0.38528 -8.32835
H 2.71572 1.77380 -5.53929
H 2.58664 2.70921 -8.72291
H 4.22855 3.13645 -8.16268
H 2.83290 3.33613 -7.07630
H 3.32397 -0.43790 -8.46055
H 4.95544 -0.01216 -7.90355
H 4.23924 0.84770 -9.29357
C -1.28795 2.12134 4.93188
O -2.04342 1.16726 4.93028
N -1.12466 2.99598 5.96678
C -0.20258 4.11119 5.89195
C -1.89753 2.80310 7.17788
H -0.65421 2.35826 4.06198
H 0.53990 4.01289 6.68815
H -0.75953 5.04281 6.02304
H 0.30768 4.13172 4.92771
H -1.67055 1.81895 7.59534
H -2.96224 2.84261 6.93396
H -1.66018 3.57586 7.91025
C 4.95359 -4.78925 -1.18433
O 5.09304 -5.91412 -0.74287
N 5.27523 -4.39325 -2.44908
C 5.07889 -3.03098 -2.90139
C 5.83086 -5.36565 -3.36948
H 4.53967 -3.97391 -0.56866
H 4.39617 -3.03585 -3.75486
H 6.04312 -2.61465 -3.20505
H 4.65576 -2.41200 -2.10867
H 5.11965 -6.18539 -3.49757
H 6.75668 -5.76783 -2.95052
H 6.03607 -4.90374 -4.33600
C -5.65338 -1.08475 7.90351
O -4.46176 -1.04062 7.65841
N -6.22833 -0.72385 9.08481
C -7.65863 -0.80520 9.30020
C -5.38211 -0.24329 10.16008
H -6.38436 -1.43442 7.15626
H -8.04052 0.19127 9.53629
H -7.85507 -1.47997 10.13721
H -8.16674 -1.18124 8.41100
H -4.84105 0.64357 9.82140
H -4.65653 -1.01830 10.41898
H -5.98148 0.00527 11.03663
C 0.62477 6.30462 -7.52664
O 0.76578 5.17906 -7.08020
N 0.95257 6.70364 -8.79116
C 0.75171 8.06549 -9.24314
C 1.51866 5.73601 -9.71038
H 0.20323 7.11817 -6.91467
H 0.07418 8.05994 -10.10075
H 1.71478 8.48789 -9.54058
H 0.32102 8.68014 -8.45144
H 0.81128 4.91338 -9.84192
H 2.44394 5.33911 -9.28489
H 1.72714 6.19879 -10.67561

Summary:
LUMO	-0.9	eV
2S+1	1
F_max	4.432	eV Å⁻¹
E	-3335.08192	hartree
E_HOMO	-8.693	eV
structure (SMILES)	CC(=O)NCCCCc1c(O)ccc2c1C(=O)N(P(O)(O)=S)C2=O.CN(C)C=O.CN(C)C=O.CN(C)C=O.CN(C)C=O.CN(C)C=O.CN(C)C=O